{
  "formula": "C51H65NO27",
  "method": "ωB97M-V/def2-TZVPD",
  "symbols": ["C", "O", "C", "C", "N", "C", "C", "O", "C", "H", "H", "H", "H", "H", "H", "H", "H", "H", "H", "H", "H", "H", "H", "H", "C", "C", "C", "C", "C", "C", "O", "O", "H", "H", "H", "H", "H", "H", "C", "C", "C", "C", "C", "C", "O", "O", "H", "H", "H", "H", "H", "H", "C", "C", "C", "C", "C", "C", "O", "O", "H", "H", "H", "H", "H", "H", "C", "C", "C", "C", "C", "C", "O", "O", "H", "H", "H", "H", "H", "H", "C", "C", "C", "C", "C", "C", "O", "O", "H", "H", "H", "H", "H", "H", "C", "C", "O", "C", "O", "O", "H", "H", "H", "H", "C", "C", "O", "C", "O", "O", "H", "H", "H", "H", "C", "C", "O", "C", "O", "O", "H", "H", "H", "H", "C", "C", "O", "C", "O", "O", "H", "H", "H", "H", "C", "C", "O", "C", "O", "O", "H", "H", "H", "H"],
  "xyz": [[-24.80177, -2.08587, 12.29950], [-24.79017, -3.37525, 12.94946], [-26.01994, -3.91760, 13.43745], [-27.09382, -4.23560, 12.42525], [-26.81940, -5.29395, 11.45238], [-25.57988, -5.03865, 10.71426], [-25.63785, -6.01602, 9.49480], [-24.43138, -6.76377, 9.47019], [-24.59151, -8.04454, 8.82185], [-24.20678, -2.29602, 11.41279], [-24.41762, -1.33223, 12.98048], [-25.79690, -1.81593, 11.95077], [-26.31026, -3.22457, 14.23358], [-25.82230, -4.86782, 13.94975], [-27.39997, -3.27992, 11.98408], [-27.95567, -4.59173, 13.00147], [-26.73337, -6.14538, 12.00351], [-24.69380, -5.30424, 11.29573], [-25.56971, -3.98024, 10.46317], [-25.72714, -5.44979, 8.55946], [-26.54042, -6.62739, 9.53904], [-23.92564, -8.78032, 9.27638], [-24.37735, -7.99107, 7.75675], [-25.56039, -8.46568, 9.09717], [-29.10121, -4.04311, 9.03194], [-28.14977, -3.34470, 8.26439], [-28.61481, -2.38058, 7.36489], [-29.97163, -2.29941, 7.08819], [-30.91100, -3.02547, 7.81969], [-30.46391, -3.83081, 8.86156], [-31.38386, -4.43856, 9.68370], [-27.70427, -1.66866, 6.62318], [-28.72691, -4.75204, 9.76073], [-27.08639, -3.49811, 8.37390], [-30.33036, -1.63555, 6.31147], [-31.93116, -3.11260, 7.47144], [-31.24142, -4.18565, 10.59929], [-27.65837, -1.96460, 5.71013], [-21.65224, -0.49645, 10.56551], [-21.89098, 0.03694, 11.82857], [-21.30572, 1.29093, 12.05898], [-20.64545, 1.94498, 11.06711], [-20.46716, 1.40274, 9.78802], [-20.96798, 0.13234, 9.53963], [-20.81766, -0.39988, 8.28679], [-21.69945, 1.96110, 13.23604], [-22.07579, -1.48791, 10.43441], [-22.43462, -0.56968, 12.53114], [-20.28585, 2.95047, 11.25835], [-19.92977, 1.97225, 9.04049], [-20.58546, 0.31505, 7.68929], [-22.01687, 2.81281, 12.91820], [-25.54215, -8.37284, 15.42936], [-25.51160, -8.51870, 16.81864], [-26.67191, -8.91536, 17.48921], [-27.76736, -9.34020, 16.77200], [-27.69164, -9.33891, 15.38395], [-26.63722, -8.77581, 14.66686], [-26.67029, -8.51936, 13.33394], [-26.69094, -9.13030, 18.86480], [-24.59607, -8.01802, 15.03544], [-24.57351, -8.25630, 17.28854], [-28.69281, -9.58469, 17.27311], [-28.54518, -9.56509, 14.74966], [-27.54752, -8.75145, 12.98087], [-26.00772, -8.54033, 19.20760], [-24.11202, -1.68104, 6.92267], [-22.94994, -2.04589, 6.23817], [-22.11352, -3.02917, 6.76328], [-22.28925, -3.53854, 8.05806], [-23.42913, -3.12521, 8.73126], [-24.30354, -2.17116, 8.21170], [-25.33946, -1.70874, 8.99770], [-21.15063, -3.55787, 5.93004], [-24.83860, -0.95970, 6.56880], [-22.78707, -1.80929, 5.19473], [-21.59130, -4.32585, 8.30721], [-23.54028, -3.60644, 9.69516], [-25.54972, -0.84617, 8.62233], [-20.28518, -3.26346, 6.24077], [-29.36842, -6.20580, 16.95942], [-29.89717, -5.80590, 18.17492], [-31.17334, -5.21825, 18.29927], [-31.92657, -5.04050, 17.16438], [-31.43827, -5.43449, 15.90870], [-30.19043, -6.01513, 15.82931], [-29.67582, -6.19632, 14.55451], [-31.61828, -4.89192, 19.54817], [-28.37105, -6.59670, 16.81786], [-29.34621, -5.84085, 19.10730], [-32.77806, -4.37012, 17.09526], [-31.99236, -5.45753, 14.98014], [-28.88816, -6.75383, 14.55793], [-32.50837, -4.53339, 19.47094], [-31.46134, -7.32224, 11.75395], [-30.13381, -6.65913, 11.47784], [-29.16247, -7.67536, 11.69590], [-29.73079, -8.79373, 12.10431], [-29.21734, -9.83984, 12.39413], [-31.05648, -8.56446, 12.31550], [-32.05151, -7.39845, 10.83742], [-32.05666, -6.72322, 12.44103], [-29.95502, -5.90538, 12.24812], [-30.01632, -6.19420, 10.50315], [-22.22575, -8.05326, 11.23215], [-23.04643, -7.69579, 12.46024], [-22.07743, -7.69621, 13.51970], [-20.85265, -7.64924, 12.99288], [-19.87294, -7.35354, 13.61251], [-20.88472, -7.92314, 11.66245], [-22.67014, -7.35912, 10.52090], [-22.43220, -9.09190, 10.96837], [-23.87727, -8.39045, 12.56898], [-23.34909, -6.64496, 12.48202], [-22.64647, -2.97466, 15.85467], [-22.45868, -4.50019, 15.68794], [-21.38352, -4.75473, 16.52859], [-20.79454, -3.57825, 16.95766], [-19.82960, -3.48465, 17.63837], [-21.43708, -2.51839, 16.44822], [-23.52671, -2.90735, 16.49509], [-22.83777, -2.47083, 14.91172], [-22.40121, -4.77526, 14.62979], [-23.38665, -4.97431, 16.02357], [-26.60003, 3.73098, 13.67705], [-27.66805, 2.86715, 14.39163], [-27.60619, 1.59152, 13.77707], [-26.56110, 1.52834, 12.96993], [-26.20987, 0.57573, 12.34953], [-25.91834, 2.73022, 12.90429], [-26.00925, 4.11760, 14.50451], [-26.94995, 4.41146, 12.90335], [-28.64899, 3.33170, 14.31976], [-27.29984, 2.62200, 15.39165], [-30.87682, -11.35213, 8.98537], [-29.90457, -12.58008, 9.13914], [-28.63033, -11.98091, 8.91358], [-28.71887, -10.69301, 8.65679], [-27.77900, -9.94813, 8.59234], [-29.99608, -10.27667, 8.67718], [-31.46524, -11.21217, 9.89010], [-31.56617, -11.45465, 8.14770], [-30.07683, -13.28900, 8.33639], [-30.03251, -12.90960, 10.16475]],
  "homo_energy_ha": -0.301,
  "smiles": "Oc1ccc(O)cc1.Oc1ccc(O)cc1.Oc1ccc(O)cc1.Oc1ccc(O)cc1.Oc1ccc(O)cc1.COCCNCCOC.O=C1OCCO1.O=C1OCCO1.O=C1OCCO1.O=C1OCCO1.O=C1OCCO1"
}